A.
This record from the Open Molecules 2025 dataset describes 2 unconnected molecules or ions with the total composition C3H5NO4. The level of theory is ωB97M-V with the def2-TZVPD basis set.

Output
LUMO in eV: 0.177
HOMO-LUMO gap in eV: 10.18
SMILES: O=C[C@H]1CO1.O=NO

```
13
C3H5NO4 (ωB97M-V with the def2-TZVPD basis set)
O -0.29106 0.81055 -1.34695
O -2.74706 -1.00904 -0.04855
O -4.14573 0.34296 0.98190
O 2.10345 -0.56334 0.91813
N -3.02117 0.12217 0.17665
C 1.35983 -0.64829 -0.23204
C 2.71832 -0.16721 -0.34358
C 0.28219 0.35461 -0.40849
H -4.10535 1.29068 1.24608
H 2.79510 0.90185 -0.40462
H 3.66948 -0.72806 -0.43179
H 0.22725 0.88984 0.60933
H 1.15477 -1.59672 -0.71605
```

Atom charges from the natural (NBO) analysis, given in e for atoms 1 to 5:
1. O -0.48
2. O -0.27
3. O -0.56
4. O -0.47
5. N 0.35

B.
This record from the Open Molecules 2025 dataset describes a molecular structure, C3H5NO4. The level of theory is ωB97M-V with the def2-TZVPD basis set.

Output
LUMO in eV: 0.463
HOMO-LUMO gap in eV: 10.21

```
13
C3H5NO4 (ωB97M-V with the def2-TZVPD basis set)
O 1.18980 1.13026 0.57812
O 2.88349 -0.26184 -0.38862
O -0.30667 -1.23151 0.54040
O -0.68099 0.41502 -0.90230
N 0.75984 -1.15486 -0.18120
C -0.38096 1.46540 0.00935
C -1.43968 -0.61451 -0.15694
C 1.66964 -0.12635 -0.10128
H -1.93815 -0.29980 1.10511
H 1.43693 -1.96884 0.11280
H -0.87742 1.60398 0.85389
H -2.09457 -1.41539 -0.78474
H -0.22127 2.45843 -0.68460
```

Atom charges from the natural (NBO) analysis, given in e for atoms 1 to 5:
1. O -0.59
2. O -0.59
3. O -0.40
4. O -0.52
5. N -0.37

Stability summary: most stable A, least stable B.

A.
This record from the Open Molecules 2025 dataset describes C3H5NO4 in the gas phase. The level of theory is ωB97M-V with the def2-TZVPD basis set.

Output
LUMO in eV: 0.645
HOMO-LUMO gap in eV: 10.17
SMILES: O=C(O)CO/C=N/O

```
13
C3H5NO4 (ωB97M-V with the def2-TZVPD basis set)
O 1.16192 -0.65561 1.23821
O 2.29302 -0.98423 -0.72996
O -2.62872 -0.96610 -0.13183
O -0.11998 1.36758 0.26616
N -1.35410 -0.37404 -0.49227
C 0.96020 0.99703 -0.53219
C 1.51814 -0.37992 -0.03302
C -1.23884 0.65529 0.24423
H 1.67058 1.82635 -0.38927
H 1.58062 -1.49683 1.52162
H 0.67241 0.81704 -1.54190
H -2.57181 -1.85134 -0.45633
H -1.94345 1.04477 1.03655
```

Atom charges from the natural (NBO) analysis, given in e for atoms 1 to 5:
1. O -0.68
2. O -0.58
3. O -0.59
4. O -0.48
5. N -0.25

B.
This record from the Open Molecules 2025 dataset describes 2 unconnected molecules or ions with the total composition C3H5NO4. The level of theory is ωB97M-V with the def2-TZVPD basis set.

Output
LUMO in eV: -0.067
HOMO-LUMO gap in eV: 8.50
SMILES: OC=C(O)O.N=C=O

```
13
C3H5NO4 (ωB97M-V with the def2-TZVPD basis set)
O -2.77986 0.18961 2.21472
O 1.07704 1.92891 -1.35552
O 0.32978 -1.36520 -0.80787
O 0.77352 -0.55436 1.10389
N -2.06735 -0.65275 0.10222
C 0.90086 1.17209 -0.34929
C 0.52852 -0.14087 -0.18906
C -2.22325 -0.20374 1.23278
H -1.09931 -0.93984 -0.12391
H 1.14092 1.49779 -2.15044
H 0.70474 -1.28076 -1.64918
H 1.25957 1.56166 0.65279
H 1.45482 -1.21256 1.31886
```

Atom charges from the natural (NBO) analysis, given in e for atoms 1 to 5:
1. O -0.52
2. O -0.64
3. O -0.68
4. O -0.75
5. N -0.76

Stability summary: most stable A, least stable B.